1.
# C22H51N4O27P

A cluster of 10 separate species, C22H51N4O27P in total in a non-equilibrium geometry (ωB97M-V/def2-TZVPD, the OMol25 dataset).

Its energy is -3460.34414 Ha. The HOMO-LUMO gap is 0.3759 hartree. As for the LUMO energy: -0.2039 eV. As for the structure (SMILES): COP(=O)(OC)OC.C[N+](=O)[O-].C[N+](=O)[O-].C[N+](=O)[O-].C[N+](=O)[O-].COC(=O)OC.COC(=O)OC.COC(=O)OC.COC(=O)OC.COC(=O)OC.

The geometry in ORCA input format:
```
! RIJCOSX wB97M-V def2-TZVPD def2/J DEFGRID3
* xyz 0 1
C -0.0795 -0.3598 1.7736
O -1.2505 0.3292 1.3431
P -1.6540 0.2638 -0.2957
O -1.6057 -1.0821 -0.8971
O -3.1559 0.9588 -0.3088
C -3.6968 1.2931 -1.5543
O -0.6581 1.4172 -0.8565
C -0.3639 1.5013 -2.2618
H -0.3534 -0.7237 2.7639
H 0.7606 0.3286 1.8657
H 0.2213 -1.1512 1.0872
H -4.7814 1.1922 -1.5943
H -3.2938 0.6885 -2.3668
H -3.4469 2.3412 -1.7192
H 0.5955 1.0255 -2.4651
H -0.2578 2.5565 -2.5133
H -1.0442 0.9632 -2.9219
C 1.4064 1.6243 -6.4973
N 0.9028 2.5356 -5.4840
O -0.2853 2.5534 -5.2309
O 1.6913 3.0875 -4.7793
H 0.5035 1.1686 -6.9037
H 2.1435 0.9303 -6.0934
H 1.8187 2.3549 -7.1932
C 1.8915 2.7116 6.1419
N 1.9114 2.2030 4.7426
O 2.8849 2.4661 4.0663
O 0.8985 1.5938 4.4083
H 2.8279 3.1919 6.4258
H 1.8864 1.7697 6.6905
H 1.0043 3.3258 6.2960
C -3.6592 -3.9782 -0.4669
N -2.2671 -4.2473 -0.8730
O -2.0036 -3.9745 -2.0464
O -1.4412 -4.6441 -0.0175
H -3.8277 -4.4391 0.5063
H -4.2279 -4.4816 -1.2488
H -3.8164 -2.9012 -0.4082
C -7.4542 0.2942 0.4263
N -8.1119 -0.1296 -0.8536
O -7.7056 0.3141 -1.9312
O -8.9726 -1.0381 -0.8228
H -6.6307 0.9601 0.1683
H -7.0631 -0.6281 0.8559
H -8.0887 0.7971 1.1560
C -2.1784 -0.6768 -5.4592
O -1.0267 -1.3500 -5.0020
C -0.2199 -1.8468 -5.9913
O -0.4525 -1.8161 -7.2194
O 0.9255 -2.4138 -5.3727
C 1.1191 -2.4482 -3.9739
H -3.0047 -1.3874 -5.4796
H -2.1638 -0.1109 -6.3907
H -2.5044 0.0765 -4.7421
H 0.3091 -2.3871 -3.2470
H 1.8336 -1.6626 -3.7283
H 1.5882 -3.4051 -3.7449
C 3.7731 -0.2043 -2.2561
O 3.2459 1.0509 -2.1751
C 2.8729 1.5634 -0.9493
O 2.9086 1.0081 0.1474
O 2.4833 2.8261 -1.1675
C 2.1768 3.8109 -0.2060
H 4.6711 -0.2313 -1.6389
H 4.0578 -0.4808 -3.2713
H 3.0198 -0.8949 -1.8768
H 1.1429 3.8157 0.1391
H 2.4031 4.7779 -0.6553
H 2.8754 3.7321 0.6270
C -3.4520 6.6830 5.2707
O -3.3485 5.8174 4.1136
C -2.2063 5.0829 3.9248
O -1.2162 4.8998 4.6324
O -2.4056 4.5231 2.7049
C -1.4401 3.6048 2.2298
H -2.4919 7.1078 5.5636
H -3.8683 6.1246 6.1092
H -4.2307 7.4302 5.1177
H -1.6130 2.6315 2.6890
H -0.4430 3.9792 2.4613
H -1.4990 3.4811 1.1484
C 3.2955 -1.5657 2.3418
O 4.6835 -1.4999 2.1123
C 5.1625 -1.9065 0.8831
O 4.5557 -2.1073 -0.1349
O 6.5259 -2.1353 0.9959
C 7.3249 -1.5432 1.9692
H 3.0091 -0.9939 3.2245
H 3.0072 -2.5843 2.6014
H 2.7641 -1.3556 1.4135
H 7.0210 -2.0782 2.8689
H 7.2298 -0.4596 2.0391
H 8.3682 -1.6656 1.6780
C 0.6137 -5.9122 4.2026
O 0.9790 -5.8843 2.8525
C 1.0843 -4.7782 2.1875
O 0.9323 -3.6539 2.6219
O 1.4571 -5.0352 0.9008
C 1.6597 -3.9001 0.0191
H 0.6811 -6.9123 4.6307
H -0.4459 -5.6829 4.3155
H 1.1591 -5.1387 4.7433
H 0.6831 -3.5025 -0.2569
H 2.0655 -4.2429 -0.9328
H 2.3912 -3.1349 0.2791
*
```


2.
# C22H52BrN2O9

A cluster of 5 separate species, C22H52BrN2O9 in total (ωB97M-V/def2-TZVPD, the OMol25 dataset).

Its energy is -4229.92042 Ha. The HOMO-LUMO gap is 0.1737 hartree. As for the LUMO energy: 2.0671 eV.

The geometry in ORCA input format:
```
! RIJCOSX wB97M-V def2-TZVPD def2/J DEFGRID3
* xyz -1 1
C -2.2999 -3.3615 1.7122
C -2.4513 -2.2672 0.7019
O -2.1787 -2.4065 -0.4673
N -2.9132 -0.9958 1.1595
C -4.3756 -0.9355 1.3942
C -4.8264 -1.7196 2.6389
C -5.9168 -2.7630 2.4048
C -5.5727 -3.8301 1.3467
N -4.9276 -4.8889 2.0935
Br -4.1078 -6.0893 0.8084
H -1.4693 -3.9945 1.3980
H -2.1485 -2.9701 2.7158
H -3.2238 -3.9769 1.7044
H -2.6815 -0.3758 0.3843
H -4.6258 0.1215 1.5236
H -4.9039 -1.2885 0.4972
H -5.1603 -0.9980 3.3956
H -3.9778 -2.2359 3.0805
H -6.8892 -2.2874 2.2171
H -6.0215 -3.3311 3.3392
H -4.9270 -3.4098 0.5479
H -6.5173 -4.1203 0.8324
C -2.7368 2.3107 -2.4693
O -2.5133 2.1953 -1.0800
C -1.2320 2.6261 -0.6600
C -1.2748 3.9901 -0.0114
O -1.6461 5.0053 -0.9365
C -3.0006 5.3940 -0.8345
H -3.7861 2.0795 -2.6442
H -2.5224 3.3216 -2.8300
H -2.1237 1.5946 -3.0276
H -0.5401 2.6443 -1.5111
H -0.8535 1.9018 0.0680
H -0.2786 4.2352 0.3675
H -1.9673 3.9762 0.8365
H -3.1880 5.9320 0.1020
H -3.6729 4.5337 -0.8851
H -3.2079 6.0618 -1.6698
C 0.2132 -6.0494 0.5005
O 0.5719 -6.0514 1.8733
C 0.5513 -7.3324 2.4665
C 1.9463 -7.8912 2.6510
O 2.5973 -8.1536 1.4179
C 3.4877 -7.1328 1.0197
H 0.3894 -5.0427 0.1249
H 0.8164 -6.7623 -0.0701
H -0.8480 -6.2846 0.3715
H -0.0508 -8.0246 1.8685
H 0.0782 -7.2417 3.4496
H 1.8858 -8.8360 3.1998
H 2.5402 -7.1885 3.2477
H 4.3649 -7.0951 1.6775
H 3.0045 -6.1527 1.0195
H 3.8168 -7.3703 0.0089
C 2.5111 4.3430 2.4706
O 2.0016 3.2644 1.7161
C 2.5056 3.2037 0.3904
C 3.5768 2.1490 0.2382
O 4.7467 2.4645 0.9782
C 4.8532 1.7551 2.1968
H 2.1673 4.2088 3.4951
H 3.6046 4.3658 2.4566
H 2.1347 5.3022 2.0950
H 2.8933 4.1805 0.0831
H 1.6737 2.9536 -0.2734
H 3.8540 2.0833 -0.8177
H 3.1798 1.1762 0.5468
H 5.0383 0.6900 2.0193
H 3.9499 1.8567 2.8039
H 5.7003 2.1734 2.7385
C 4.1417 4.6506 -2.6293
O 2.8243 4.1405 -2.6795
C 1.9291 4.9173 -3.4580
C 1.6785 4.2951 -4.8135
O 2.8474 4.2751 -5.6153
C 3.4885 3.0152 -5.6537
H 4.7572 3.9089 -2.1220
H 4.5429 4.8300 -3.6305
H 4.1811 5.5862 -2.0594
H 2.3196 5.9333 -3.5840
H 0.9808 4.9828 -2.9149
H 0.9198 4.8824 -5.3389
H 1.2894 3.2793 -4.6822
H 2.8863 2.2819 -6.2013
H 3.6833 2.6298 -4.6495
H 4.4341 3.1529 -6.1756
*
```


3.
# C22H52F3N4O13S3

A structure of composition C22H52F3N4O13S3 (ωB97M-V/def2-TZVPD, the OMol25 dataset).

Its energy is -3560.64969 Ha. The HOMO-LUMO gap is 0.3106 hartree. As for the LUMO energy: 2.1280 eV.

The geometry in ORCA input format:
```
! RIJCOSX wB97M-V def2-TZVPD def2/J DEFGRID3
* xyz -1 1
C 2.5920 -3.2124 5.2887
S 2.5141 -2.2212 3.8266
O 2.3406 -3.0956 2.6895
O 3.6446 -1.3182 3.8651
S 0.7219 -1.0010 4.1409
O 0.4151 -1.3018 5.5300
O 1.1836 0.3241 3.8224
N -0.2090 -1.6842 3.0936
S -1.7863 -1.4017 3.1832
O -2.1210 -0.1562 3.8270
O -2.3738 -1.6893 1.9014
C -2.2669 -2.7445 4.2770
C -3.7342 -2.8360 4.6944
O -4.5871 -2.7547 3.5707
C -4.1491 -1.8163 5.7923
F -3.1752 -1.0780 6.2684
F -4.6531 -2.4973 6.8551
F -5.1173 -1.0105 5.3893
H 1.8645 -4.0220 5.2204
H 3.6080 -3.6203 5.2865
H 2.4382 -2.5925 6.1707
H -2.0179 -3.6474 3.7111
H -1.6404 -2.7259 5.1724
H -3.8737 -3.8106 5.1790
H -5.3805 -3.2804 3.7442
C 3.1171 3.8152 1.5868
O 4.2541 2.9973 1.7568
C 3.9464 1.6506 2.1335
C 4.2907 0.6841 1.0252
N 3.4055 0.8526 -0.1216
C 3.7815 0.0892 -1.3003
C 5.1171 0.4007 -1.9647
O 5.1831 1.6789 -2.5787
C 5.5302 2.7482 -1.7177
H 3.4703 4.8376 1.4497
H 2.5236 3.5294 0.7103
H 2.4668 3.7816 2.4659
H 2.8972 1.5510 2.4220
H 4.5543 1.4042 3.0064
H 4.1860 -0.3326 1.4125
H 5.3485 0.8426 0.7633
H 3.3630 1.8351 -0.3610
H 2.9987 0.2321 -2.0508
H 3.7749 -0.9732 -1.0347
H 5.2570 -0.3232 -2.7738
H 5.9629 0.2748 -1.2785
H 6.1998 2.4206 -0.9188
H 4.6514 3.2204 -1.2711
H 6.0421 3.5002 -2.3213
C -10.3276 -2.8587 4.9291
O -9.6082 -1.6675 5.1527
C -8.2374 -1.7173 4.7575
C -7.9810 -0.8246 3.5649
N -8.6257 -1.3607 2.3707
C -8.6020 -0.4722 1.2144
C -9.3287 0.8623 1.3195
O -10.7395 0.7532 1.4111
C -11.2506 0.5620 2.7144
H -11.3031 -2.7411 5.3996
H -10.4765 -3.0650 3.8627
H -9.8240 -3.7197 5.3811
H -7.9359 -2.7480 4.5438
H -7.6411 -1.3580 5.5980
H -6.9036 -0.7618 3.3909
H -8.3401 0.1807 3.8250
H -9.5880 -1.5827 2.5925
H -9.0351 -1.0180 0.3720
H -7.5565 -0.2727 0.9595
H -9.1330 1.4143 0.3968
H -8.9475 1.4769 2.1437
H -10.6322 1.0587 3.4671
H -11.3363 -0.4973 2.9749
H -12.2511 0.9956 2.7416
C 7.6761 0.9147 -10.2283
O 6.3666 0.5728 -9.8303
C 6.2924 -0.4896 -8.8860
C 5.8220 0.0022 -7.5355
N 6.8252 0.8437 -6.9005
C 6.3757 1.5122 -5.6788
C 5.2432 2.5223 -5.7937
O 5.5913 3.6985 -6.5106
C 5.4514 3.6275 -7.9125
H 7.5886 1.6277 -11.0468
H 8.2498 1.3795 -9.4188
H 8.2258 0.0375 -10.5852
H 7.2618 -0.9895 -8.7963
H 5.5694 -1.2161 -9.2678
H 5.6339 -0.8645 -6.8944
H 4.8636 0.5185 -7.6860
H 7.1270 1.5454 -7.5642
H 7.2386 2.0316 -5.2557
H 6.0848 0.7486 -4.9532
H 4.9976 2.8445 -4.7820
H 4.3296 2.0829 -6.2128
H 4.6293 2.9669 -8.2037
H 6.3674 3.2869 -8.4066
H 5.2342 4.6338 -8.2733
*
```


4.
# C22H52NO4PS

A structure of composition C22H52NO4PS in a non-equilibrium geometry (ωB97M-V/def2-TZVPD, the OMol25 dataset).

Its energy is -1964.57063 Ha. The HOMO-LUMO gap is 0.3604 hartree. As for the LUMO energy: 0.4743 eV.

The geometry in ORCA input format:
```
! RIJCOSX wB97M-V def2-TZVPD def2/J DEFGRID3
* xyz 0 1
C -0.7221 -3.2894 2.8286
O -0.8805 -3.3050 1.4142
C -1.3427 -2.0376 0.9202
C -0.2052 -1.4997 -0.0542
C -0.0258 0.0721 0.0221
C 0.8042 0.4026 1.3330
C 2.0217 1.3856 1.1101
C 3.2938 1.0702 1.9811
C 3.2684 1.6562 3.4419
C 1.9179 1.4472 4.2318
C 0.9461 2.7018 4.1236
O 0.4574 3.0846 5.4409
S -1.0605 2.4351 5.7368
O -1.3988 2.9316 7.1055
O -0.8811 0.7317 5.8646
P -1.6052 -0.0325 4.4980
N -2.4260 0.9807 3.5788
H -0.3566 -4.2999 3.1592
H -1.7213 -3.1490 3.3256
H 0.0476 -2.5485 3.1849
H -1.5481 -1.3142 1.7590
H -2.3151 -2.1273 0.3588
H 0.7377 -2.0030 0.2820
H -0.4731 -1.7971 -1.1031
H -1.0078 0.6140 0.1053
H 0.5438 0.4186 -0.8733
H 0.1232 0.9069 2.0808
H 1.1211 -0.5576 1.8279
H 2.3024 1.2909 0.0208
H 1.6743 2.4530 1.2183
H 4.1618 1.5671 1.4560
H 3.5544 -0.0256 1.9801
H 4.0662 1.1282 4.0394
H 3.5248 2.7456 3.5041
H 2.1609 1.3591 5.3287
H 1.3974 0.4922 3.9642
H 0.0413 2.4980 3.4957
H 1.4750 3.5876 3.6820
H -0.5456 -0.6814 3.8065
H -2.5191 -1.0372 4.9352
H -2.0267 0.9786 2.6317
C -4.5151 0.4630 0.2245
C -4.5113 1.8929 -0.3007
C -5.5093 2.1221 -1.4353
C -5.2514 1.2997 -2.7006
C -3.8734 1.4979 -3.3334
C -3.6285 2.9255 -3.8077
H -4.2238 -0.2524 -0.5481
H -3.8064 0.3631 1.0514
H -5.5056 0.1862 0.5941
H -3.4996 2.1633 -0.6206
H -4.7618 2.5670 0.5238
H -5.5182 3.1863 -1.6865
H -6.5171 1.8912 -1.0735
H -6.0200 1.5538 -3.4394
H -5.3885 0.2366 -2.4815
H -3.7874 0.8262 -4.1933
H -3.0851 1.2029 -2.6338
H -4.3802 3.2257 -4.5418
H -2.6466 3.0048 -4.2793
H -3.6540 3.6362 -2.9792
C 3.8777 -1.0157 -1.3543
C 2.9170 -1.1532 -2.5290
C 2.7165 -2.6002 -2.9792
C 3.9770 -3.2994 -3.4946
C 4.6680 -2.6076 -4.6702
C 3.7966 -2.5279 -5.9182
H 4.8798 -1.3660 -1.6083
H 3.9612 0.0320 -1.0548
H 3.5215 -1.5859 -0.4916
H 3.2679 -0.5376 -3.3631
H 1.9454 -0.7443 -2.2343
H 1.9433 -2.6242 -3.7522
H 2.3190 -3.1810 -2.1394
H 3.7078 -4.3191 -3.7925
H 4.6965 -3.4078 -2.6775
H 5.5764 -3.1664 -4.9156
H 4.9938 -1.6029 -4.3851
H 3.4958 -3.5257 -6.2468
H 4.3469 -2.0560 -6.7349
H 2.8952 -1.9369 -5.7442
*
```